145
Properties=species:S:1:pos:R:3 method="wB97M-V/def2-TZVPD" e_tot_ev=-208659.380 total_charge=+1 largest_force_ev_per_a=19.16 multiplicity=1
Cs -2.751 -0.587 -5.112
Br 0.859 -1.602 5.519
K 2.361 -1.977 3.128
Cl -2.281 6.405 1.311
S 4.031 -1.082 -1.244
S 6.604 -0.716 0.112
S -2.964 -2.515 2.452
F 5.442 -3.216 -0.309
O 2.616 -11.006 -0.521
O 2.308 7.014 -2.424
O -1.638 4.373 0.363
O -9.320 3.974 -5.630
O -4.627 2.295 -6.040
O 4.837 2.281 4.718
O -3.878 -0.110 6.867
O 0.787 4.493 -2.328
O 5.162 4.184 3.745
N -7.217 3.172 -5.915
N -0.528 -4.683 2.414
N 0.798 -4.687 0.402
N 3.145 -8.003 1.802
N -2.592 2.271 0.070
N 5.118 3.471 4.717
N -0.876 -3.102 0.649
N -4.078 1.861 -3.255
N -8.949 2.450 -7.264
N 4.290 -0.364 1.432
C -0.267 -2.178 2.901
C -0.964 0.095 4.127
C -0.273 1.452 0.489
C 2.919 -5.608 1.337
C -1.429 -0.753 1.081
C 5.074 -0.718 2.646
C 1.905 -8.182 1.347
C 3.585 -6.758 1.757
C 5.430 4.085 6.037
C 1.165 -4.131 -0.929
C -2.487 0.362 4.363
C 4.931 2.100 1.434
C -0.163 -4.221 1.143
C -3.207 3.685 2.068
C -3.051 1.585 -4.254
C -8.552 3.251 -6.227
C 1.601 -5.787 0.854
C -4.079 3.511 -6.577
C 1.152 -7.108 0.873
C -1.986 -3.520 -0.240
C 4.208 -0.719 4.008
C -2.394 3.524 0.771
C -0.713 -1.425 4.238
C 1.168 5.262 -1.181
C -2.580 -4.929 0.058
C -1.341 1.824 -0.556
C -0.075 -0.083 0.708
C 0.040 -3.708 3.363
C 5.002 -0.679 0.241
C 1.786 -2.681 -0.845
C 1.843 7.187 -3.749
C -3.678 1.343 -5.664
C 1.882 3.860 -2.965
C 3.347 -2.800 -0.973
C -2.013 2.701 -4.235
C 1.256 6.737 -1.500
C -1.276 -2.163 1.740
C 3.809 1.037 1.452
H -3.452 2.683 2.462
H 3.148 -0.382 3.701
H 3.277 -11.570 -0.044
H 0.139 -7.315 0.505
H 2.114 4.894 -0.770
H 0.263 -0.477 -0.260
H 1.548 3.534 -3.953
H -2.534 0.664 -3.962
H -3.886 4.228 -5.780
H -2.777 -5.046 1.132
H 4.617 -6.607 2.096
H -6.893 3.748 -5.159
H -4.111 4.262 1.833
H 5.645 1.909 0.622
H -0.456 0.584 4.969
H -3.558 -5.054 -0.430
H 1.115 6.422 -4.031
H 4.219 -1.769 4.496
H 3.626 -3.474 -1.790
H -9.919 2.482 -7.521
H -1.521 -1.923 4.784
H 2.183 2.978 -2.385
H -2.996 -0.485 4.836
H 2.739 4.524 -3.091
H 1.686 -11.297 -0.330
H -3.170 3.329 -7.154
H 3.156 1.246 2.317
H -2.578 1.187 5.078
H 0.705 -0.161 1.480
H -2.465 3.690 -4.267
H -4.212 0.390 -5.635
H -1.425 2.651 -3.318
H 5.950 -0.079 2.818
H -1.552 1.014 -1.274
H 1.979 -4.757 -1.329
H -2.903 1.240 -6.440
H -3.314 2.338 -0.644
H -1.320 2.613 -5.078
H 0.697 1.812 0.102
H -4.217 -0.916 6.460
H 4.512 3.100 1.263
H 1.513 -2.168 0.084
H -2.606 4.202 2.821
H -0.971 2.674 -1.167
H -8.331 1.847 -7.771
H -0.427 1.955 1.458
H 0.300 7.112 -1.877
H -6.563 2.582 -6.394
H 2.744 -10.040 -0.310
H 0.343 -4.210 -1.649
H 1.172 -3.898 3.385
H -2.736 -3.489 3.363
H -4.719 1.064 -3.202
H -0.395 -3.916 4.349
H -1.904 -5.730 -0.288
H 0.392 5.112 -0.427
H 1.441 -2.110 -1.724
H 3.782 -3.160 -0.035
H -4.661 2.613 -3.619
H 1.487 7.279 -0.580
H -2.009 -0.073 1.724
H 2.701 7.115 -4.418
H 5.467 2.055 2.385
H -1.546 -3.626 -1.253
H -3.040 0.586 3.435
H -0.569 0.571 3.219
H 4.633 -0.008 4.721
H 1.393 8.179 -3.861
H -2.772 -2.768 -0.352
H 5.658 5.134 5.885
H 5.434 -1.748 2.496
H 3.381 -4.617 1.357
H 1.450 -9.178 1.328
H 0.753 -1.767 2.612
H 4.554 3.965 6.668
H 3.172 1.156 0.557
H 6.286 3.558 6.449
H -0.264 -5.643 2.611
H -4.827 3.947 -7.236
H -2.014 -0.807 0.147

***

155
Properties=species:S:1:pos:R:3 method="wB97M-V/def2-TZVPD" e_tot_ev=-158153.705 total_charge=+1 largest_force_ev_per_a=4.71 multiplicity=2
S -7.528 -8.628 -5.233
S -11.678 0.521 -2.232
S -13.485 -5.702 -3.195
S -12.923 -1.560 2.371
S -5.198 -2.199 -2.356
O -4.026 -1.876 -3.195
O -14.135 -1.024 1.847
O -6.370 -1.084 -2.774
O -14.162 -4.233 -3.460
O -9.538 -3.318 -0.637
O -6.006 -9.177 -0.125
O -12.099 -5.810 -3.688
O -9.394 -1.896 -6.289
O -7.375 -9.678 -4.250
O -5.037 -2.338 -0.929
O -2.913 -6.120 2.157
O -11.347 0.899 -0.677
O -12.100 -0.878 -2.293
O -0.909 -6.593 -1.816
O -12.232 -2.620 1.316
O -7.521 0.774 1.556
O -13.530 -5.477 -1.572
O -9.835 -6.917 -1.751
O -13.189 -2.919 3.246
O -12.570 1.448 -2.922
O -6.761 -8.687 -6.484
O -7.598 -7.100 -4.538
O -8.763 -3.152 4.281
O -11.919 -0.741 2.997
O -14.378 -6.798 -3.504
O -6.119 -3.417 -3.004
O -9.105 -8.552 -5.654
O -10.061 0.636 -2.676
N -5.382 1.357 1.342
N -5.151 -9.917 -2.058
N -8.063 -4.928 -1.102
N -10.638 -3.597 -5.455
C -2.688 -4.999 -1.667
C -12.083 -3.770 3.337
C -6.985 -1.346 -3.999
C -7.263 -1.350 4.750
C -13.462 -4.115 -1.184
C -9.739 -7.461 -5.038
C -6.900 -5.720 -0.892
C -2.706 -4.776 2.513
C -6.739 -2.738 5.284
C -6.443 -11.365 -0.732
C -1.492 -6.431 -3.167
C -4.968 -5.604 3.031
C -7.636 -3.342 0.827
C -10.756 -6.553 -0.737
C -4.222 -6.539 2.027
C -9.791 -3.624 -7.797
C -7.963 -3.654 5.292
C -4.165 -4.321 2.888
C -5.835 -10.046 -0.934
C -8.697 -1.727 4.346
C -14.349 -3.456 -2.224
C -11.454 -3.645 1.931
C -8.720 -6.352 -4.979
C -4.766 0.038 1.259
C -6.679 1.663 1.455
C -10.038 0.717 -0.273
C -8.458 -3.868 -0.399
C -9.356 -8.216 -1.411
C -7.079 -2.879 -3.907
C -9.996 -2.937 -6.431
C -2.095 -5.036 -3.020
C -4.539 -8.678 -2.535
C -10.061 -7.079 0.505
C -10.971 -3.025 -4.122
C -9.271 0.305 -1.539
C -1.669 -5.790 -0.894
C -7.102 3.111 1.454
C -9.358 -8.314 0.082
H -7.743 -2.257 0.826
H -5.931 -5.222 -0.921
H -6.724 -11.414 0.320
H -5.010 -6.124 3.988
H -10.981 -5.490 -0.651
H -7.908 3.276 2.169
H -2.877 -4.823 -3.749
H -6.267 3.719 1.801
H -10.743 -1.964 -4.013
H -8.314 0.828 -1.547
H -6.963 -6.110 0.124
H -5.744 -12.169 -0.964
H -4.525 -6.376 0.993
H -12.444 -3.738 -1.090
H -15.392 -3.441 -1.909
H -7.048 -3.313 -4.906
H -6.586 -3.630 0.781
H -5.493 -0.732 1.000
H -8.572 -5.952 -5.982
H -6.326 -2.666 6.291
H -2.963 -3.990 -1.358
H -10.459 -3.516 -3.294
H -9.449 -1.482 5.096
H -7.290 -0.573 5.515
H -4.152 -3.809 3.850
H -4.034 -8.296 -1.648
H -9.531 1.628 0.046
H -9.354 -6.332 0.867
H -9.109 -0.763 -1.681
H -11.361 -4.491 1.250
H -2.032 -4.706 3.366
H -10.411 -3.369 2.085
H -8.457 -3.764 6.257
H -3.856 -8.892 -3.357
H -8.433 -8.611 -1.836
H -5.367 -8.012 -2.776
H -1.037 -5.050 -0.401
H -9.805 -9.225 0.481
H -9.985 -7.709 -4.005
H -9.959 0.013 0.555
H -11.415 -3.366 4.098
H -4.450 -0.234 2.266
H -9.127 -5.648 -4.253
H -6.616 -0.917 3.987
H -3.915 -0.021 0.579
H -12.043 -3.031 -3.927
H -5.123 -10.750 -2.628
H -8.918 -4.275 -7.822
H -10.582 -7.084 -5.617
H -14.105 -2.413 -2.424
H -8.603 -5.184 -1.916
H -7.978 -0.906 -4.093
H -2.404 -4.157 1.668
H -7.379 3.335 0.424
H -1.377 -4.234 -3.191
H -10.796 -7.276 1.285
H -8.357 -8.383 0.508
H -10.185 -8.818 -1.782
H -11.211 -4.338 -5.833
H -2.252 -7.187 -3.364
H -4.250 -7.621 2.150
H -3.606 -5.567 -1.519
H -9.572 -2.798 -8.474
H -7.861 -3.718 1.825
H -6.053 -3.158 4.548
H -6.014 -5.484 2.746
H -7.397 -11.409 -1.257
H -4.774 2.144 1.169
H -6.925 -6.496 -1.657
H -2.159 -6.373 -0.114
H -0.721 -6.610 -3.917
H -10.702 -4.155 -8.072
H -4.583 -3.666 2.123
H -13.950 -4.060 -0.211
H -8.055 -3.148 -3.503
H -11.684 -7.070 -0.979
H -9.062 -1.271 3.426
H -7.687 -4.697 5.132
H -12.426 -4.780 3.562
H -6.298 -1.051 -4.793

***

140
Properties=species:S:1:pos:R:3 method="wB97M-V/def2-TZVPD" e_tot_ev=-110235.713 total_charge=+1 largest_force_ev_per_a=6.33 multiplicity=1
I -2.222 0.199 1.025
I 4.845 5.816 0.133
P -2.077 -4.057 -4.163
P -7.088 2.622 -0.288
P 3.135 0.519 3.777
O 2.865 0.359 -2.933
O -6.807 2.816 -1.756
O -1.390 -4.285 -2.839
O 3.304 2.349 -1.630
O 6.839 -0.693 0.728
O 5.311 1.507 2.043
O 1.902 2.441 -3.581
N 4.227 1.154 1.210
N -8.396 3.765 -0.159
N -6.812 2.656 1.473
N -7.661 1.009 -0.317
N -2.940 -4.435 -5.670
N -0.923 -3.030 -4.906
N -3.433 -3.149 -3.546
C 0.318 -3.709 -5.258
C -1.214 -1.985 -5.862
C 0.556 1.416 4.541
C 7.340 -2.629 2.223
C 2.633 2.375 -0.358
C 3.595 3.538 1.828
C -8.028 5.073 -0.694
C 7.773 -3.112 4.560
C 3.764 -1.892 5.187
C 3.758 2.510 0.703
C -3.086 -5.894 -5.863
C 0.093 -1.320 -0.111
C -7.744 3.272 2.403
C -8.640 0.444 0.583
C -5.442 3.103 1.788
C 0.227 1.311 -0.418
C -9.718 3.388 -0.644
C -4.184 -3.781 -6.045
C -3.234 -1.757 -3.192
C 1.715 1.138 -0.072
C 3.119 0.430 1.899
C -6.625 0.031 -0.620
C 6.418 -3.675 2.232
C 6.868 -4.165 4.544
C 4.852 0.392 0.076
C 5.321 -1.850 -0.840
C -4.110 -3.848 -2.457
C 8.007 -2.363 3.416
C 5.484 -0.964 0.412
C 6.174 -4.428 3.369
C 1.752 3.627 -0.407
C 4.769 4.540 1.868
C 7.667 -1.823 0.987
C 1.735 0.956 1.477
C 4.605 5.426 3.113
C 1.452 0.150 4.421
C 4.370 -0.657 4.505
C -0.611 -0.005 -0.431
B 2.700 1.734 -2.705
H -2.311 -1.603 -2.613
H -1.127 -0.087 -1.382
H 1.125 3.693 0.486
H -5.119 -3.450 -2.328
H 8.744 -1.571 3.497
H -5.029 -4.057 -5.408
H 1.014 2.069 -3.585
H 4.994 -0.113 5.213
H 1.492 1.902 1.970
H 5.238 6.303 2.999
H -9.692 2.897 -1.624
H 2.696 4.149 1.803
H 4.161 0.252 -0.749
H 5.636 0.715 2.505
H -5.195 2.908 2.833
H 3.083 -0.630 1.639
H 5.623 -2.879 -0.668
H 8.308 -2.928 5.483
H 3.561 5.699 3.252
H -8.067 5.100 -1.788
H -2.035 -1.347 -5.543
H 6.017 -1.443 -1.583
H -7.787 4.361 2.317
H -5.298 4.172 1.587
H 0.099 1.775 -1.397
H 7.754 -2.513 0.141
H 3.608 0.230 -3.534
H 4.327 -1.767 -1.276
H -9.514 1.080 0.697
H -0.560 -2.134 -0.440
H -0.315 1.284 3.899
H -7.066 -0.907 -0.960
H -2.123 -6.391 -5.712
H 5.901 -3.906 1.306
H 3.075 -1.631 5.990
H 0.208 -4.303 -6.178
H -0.347 -1.324 -5.946
H 4.636 2.846 0.151
H -3.806 -6.331 -5.161
H 4.987 4.874 3.976
H 1.500 -0.292 5.415
H -3.408 -6.121 -6.879
H 5.661 1.015 -0.302
H -10.225 2.731 0.065
H 3.300 -2.573 4.475
H -3.210 -1.119 -4.077
H -4.073 -1.384 -2.602
H 4.580 -2.416 5.681
H 2.349 4.537 -0.421
H 3.615 3.101 2.831
H -4.421 -4.073 -7.072
H -10.356 4.270 -0.720
H -8.749 2.872 2.290
H 0.174 1.479 5.559
H -7.011 5.343 -0.393
H 0.997 0.233 1.809
H 1.125 -2.989 -5.403
H -5.980 0.391 -1.424
H -4.207 -4.913 -2.681
H 8.666 -1.417 1.141
H -5.992 -0.177 0.258
H -9.014 -0.493 0.164
H -8.234 0.226 1.582
H 0.248 -1.501 0.951
H 1.022 -1.468 -0.667
H 1.094 3.638 -1.269
H 5.446 -5.228 3.323
H -1.441 -2.368 -6.866
H 5.028 -1.026 3.706
H 1.104 2.331 4.328
H 6.686 -4.780 5.416
H 2.128 0.195 -0.427
H 4.999 -1.512 1.231
H 5.714 4.007 1.917
H -4.732 2.543 1.173
H -3.572 -3.755 -1.507
H -7.422 3.022 3.418
H -8.698 5.840 -0.300
H -4.086 -2.698 -6.045
H 0.954 -0.611 3.811
H 0.629 -4.381 -4.457
H -0.193 1.965 0.339